(1)
DFT (ωB97M-V with the def2-TZVPD basis set) results for 5 unconnected molecules or ions with the total composition C12H25NO5S.

Summary:
HOMO-LUMO gap = 10.05 eV
SMILES = O=S1(=O)CCCC1.c1ccncc1.CO.CO.CO
E_tot = -35409.0730 eV
Maximum force = 3.70 eV/Å
Net charge = 0

Cartesian coordinates (Å):
C: 13.389 6.813 9.525
H: 10.491 8.579 9.193
H: 8.350 5.699 12.178
H: 13.770 5.563 12.581
H: 7.251 6.802 9.221
C: 13.395 5.802 10.514
C: 13.684 8.120 9.837
C: 6.305 6.600 8.763
O: 8.278 9.200 13.275
C: 6.302 8.014 6.778
H: 5.821 5.703 9.180
H: 10.119 5.334 12.406
S: 5.375 7.973 9.217
H: 5.451 6.003 6.752
H: 12.975 6.669 8.502
O: 4.080 7.522 9.688
H: 6.260 9.295 13.095
C: 9.493 8.378 9.495
H: 6.109 8.227 5.739
H: 9.357 5.745 14.740
H: 8.966 8.600 13.630
N: 14.048 8.481 11.075
H: 13.787 8.972 9.074
C: 9.069 5.356 12.865
H: 4.257 8.312 7.146
H: 8.849 9.388 9.360
O: 9.072 6.223 13.955
C: 13.783 6.213 11.773
O: 9.578 7.983 10.862
H: 8.790 8.386 11.309
O: 6.242 8.890 9.995
H: 6.940 7.640 12.866
C: 13.970 7.591 12.030
C: 6.368 6.554 7.215
H: 8.677 4.332 13.110
H: 13.189 4.756 10.266
H: 6.865 8.219 14.469
H: 9.080 7.601 8.934
H: 7.219 6.067 6.827
C: 7.031 8.560 13.458
H: 14.182 7.850 13.018
C: 5.235 8.700 7.601
H: 5.183 9.772 7.634
H: 7.265 8.439 7.172

(2)
DFT (ωB97M-V with the def2-TZVPD basis set) results for 2 unconnected molecules or ions with the total composition C2H4N2O.

Summary:
HOMO-LUMO gap = 8.43 eV
SMILES = [H]/N=N\[H].C#CO
E_tot = -7160.3832 eV
Maximum force = 4.08 eV/Å
Net charge = 0

Cartesian coordinates (Å):
H: 2.990 -0.303 0.919
C: -1.819 0.200 0.009
H: 1.183 -1.089 -0.639
N: 1.589 -0.101 -0.559
H: -2.072 2.309 -0.049
O: -1.184 -0.963 0.077
C: -1.451 1.386 -0.029
N: 2.554 0.251 0.106
H: -1.790 -1.690 0.164

(3)
DFT (ωB97M-V with the def2-TZVPD basis set) results for a molecular structure, CHF12LiO3P2.

Summary:
HOMO-LUMO gap = 8.79 eV
E_tot = -58607.0931 eV
Maximum force = 1.06 eV/Å
Net charge = -2

Cartesian coordinates (Å):
P: 0.349 2.151 1.597
F: 2.090 -2.032 1.043
C: -1.439 0.799 -2.334
Li: -0.251 0.270 -0.435
F: 0.560 -3.597 1.662
F: 1.587 3.183 1.400
O: -2.139 0.630 -1.299
F: -0.632 3.380 1.937
O: -0.238 0.507 -2.427
F: 1.338 -2.132 -1.105
F: -0.008 2.284 0.003
F: 1.324 0.913 1.226
F: 0.696 1.992 3.149
H: -2.960 1.524 -3.050
F: -0.869 1.100 1.714
P: 0.964 -2.868 0.283
F: -0.184 -3.724 -0.500
F: 2.036 -4.048 -0.030
O: -2.085 1.367 -3.424
F: -0.139 -1.701 0.592

(4)
DFT (ωB97M-V with the def2-TZVPD basis set) results for C4H7NO in the gas phase.

Summary:
HOMO-LUMO gap = 10.86 eV
SMILES = [H]/N=C1/CCCO1
E_tot = -7798.1313 eV
Maximum force = 1.56 eV/Å
Net charge = 0

Cartesian coordinates (Å):
H: 0.345 -2.067 1.175
C: -0.885 0.163 -0.707
C: 0.159 -0.991 0.952
O: -0.626 -1.086 -0.218
N: -2.020 0.380 -1.207
H: 0.762 1.288 -1.513
H: 1.683 0.680 1.189
H: 0.084 2.033 -0.094
C: 0.327 1.047 -0.522
H: -2.503 -0.511 -1.038
H: 1.956 -0.361 -0.237
H: -0.480 -0.688 1.818
C: 1.196 0.112 0.402

(5)
DFT (ωB97M-V with the def2-TZVPD basis set) results for 2 unconnected molecules or ions with the total composition C15H17F3NO5.

Summary:
HOMO-LUMO gap = 5.16 eV
E_tot = -35711.7870 eV
Maximum force = 0.90 eV/Å
Net charge = -1

Cartesian coordinates (Å):
H: -1.197 1.952 2.335
O: 4.880 -1.172 -3.530
H: -0.606 -1.457 -0.171
O: -6.192 0.886 3.736
C: -2.043 1.340 2.048
H: 0.736 -0.445 -0.679
O: 4.967 1.163 -3.272
O: -5.726 -1.698 0.112
H: -3.336 1.946 3.666
H: 2.049 0.919 -3.032
C: 0.030 -0.616 0.131
C: -4.233 0.486 2.369
F: 4.676 -1.278 -0.612
C: 0.036 -1.646 2.496
H: -0.952 -1.218 2.674
C: 2.571 1.788 -3.429
H: -2.858 -0.882 -0.428
F: 2.900 -0.680 -1.676
C: 5.086 -0.200 -2.709
O: -0.742 0.598 0.216
H: 4.187 2.259 -4.737
F: 4.117 0.808 -0.679
C: -4.098 -0.305 1.234
C: -5.568 0.223 2.961
C: 4.183 -0.325 -1.440
H: 6.102 -0.114 -2.246
C: -2.949 -0.283 0.468
H: 1.240 0.019 1.756
H: 0.588 -1.608 3.438
C: -5.349 -1.100 1.077
C: -3.214 1.331 2.784
H: -0.097 -2.702 2.249
H: -5.911 -1.800 2.860
C: 0.815 -0.922 1.396
H: 1.901 2.272 -4.147
N: -6.111 -0.967 2.312
H: 2.761 2.478 -2.606
H: 3.728 0.559 -4.799
H: 1.659 -1.547 1.092
C: 3.877 1.407 -4.121
C: -1.906 0.532 0.906

(6)
DFT (ωB97M-V with the def2-TZVPD basis set) results for a molecular structure, C44H39FeN3O4PS3.

Summary:
HOMO-LUMO gap (spin up / spin down) = 7.00 / 6.98 eV
Spin multiplicity = 5
Expectation value of S² = 6.01
E_tot = -135106.6364 eV
Maximum force = 0.47 eV/Å
Net charge = -1

Cartesian coordinates (Å):
H: 3.004 2.320 -3.820
H: 5.413 -1.480 -1.793
H: -7.138 -2.051 -3.531
C: -3.326 2.476 -1.316
H: -6.680 -1.201 -0.321
H: 5.618 -3.387 4.158
O: -1.851 -3.370 1.240
H: 2.856 -0.115 4.264
C: -4.021 1.901 -2.357
C: 0.712 2.475 -2.543
S: -1.210 2.401 0.500
O: 2.532 -3.272 -0.433
H: 1.761 -3.771 2.331
C: -4.772 -3.184 -2.276
H: 6.237 -0.474 -3.908
H: 0.922 -2.646 5.446
H: -0.837 5.418 -3.190
H: 0.631 4.361 -1.524
C: -3.491 -2.302 -0.449
H: -4.095 0.215 -3.724
H: 5.011 1.432 -4.914
C: -7.201 -2.606 -2.592
C: -5.910 -2.516 -1.826
C: 4.643 -2.975 3.927
H: 3.977 -4.734 2.895
C: 3.076 0.939 -2.169
H: -2.017 -0.789 -2.757
Fe: -0.051 0.026 0.142
H: 0.520 0.707 -3.752
C: -2.165 -0.332 5.583
H: 4.114 5.742 1.780
C: 1.561 -2.519 -0.324
C: -2.171 1.843 -0.831
H: 3.402 -0.599 -0.703
H: 3.520 3.771 -1.968
H: -4.920 2.377 -2.733
C: 5.357 -0.074 -3.418
C: -0.729 -1.949 6.629
C: -4.610 -1.631 0.012
H: -4.827 -3.788 -3.175
C: 2.169 -1.921 3.328
H: -0.470 -2.564 7.482
H: -1.633 4.126 -5.145
H: -0.038 -3.929 -0.248
C: -3.570 -3.074 -1.600
O: 1.588 -1.341 0.181
H: -1.645 0.214 3.558
C: 4.905 -0.630 -2.232
C: 3.720 -3.738 3.231
C: -1.393 -0.374 4.432
C: -0.521 4.391 -3.329
C: 4.337 -1.672 4.305
H: -2.443 -1.077 7.576
N: 0.705 0.217 2.294
C: 3.302 3.856 -0.910
H: -7.446 -3.640 -2.841
P: 1.631 1.591 -1.240
C: -0.278 -1.205 4.399
C: 0.315 3.799 -2.392
S: -1.941 -2.176 0.419
H: 1.461 2.390 1.508
H: -4.526 -1.000 0.887
S: 0.581 -1.272 2.833
H: 1.034 0.848 3.020
C: -2.419 0.150 -2.389
C: 0.247 1.750 -3.639
H: -3.657 3.397 -0.853
H: 0.297 -3.296 -1.857
C: -3.569 0.707 -2.917
N: -1.744 0.699 -1.387
H: 5.074 -1.070 4.822
C: 3.639 4.964 1.194
N: -0.821 -1.993 -0.639
C: 3.772 -0.128 -1.606
C: -0.582 2.342 -4.576
C: 0.191 -3.015 -0.804
C: 3.905 4.855 -0.166
H: 4.586 5.548 -0.645
C: 2.766 4.074 1.799
C: -1.836 -1.115 6.681
C: 3.537 1.496 -3.362
C: 3.097 -1.139 4.002
O: -2.036 -0.902 1.139
C: 2.422 2.956 -0.310
H: -3.034 0.314 5.614
C: 2.157 3.077 1.048
C: 4.670 0.993 -3.984
H: -2.676 -3.562 -1.970
H: 2.548 4.157 2.857
C: 0.056 -2.000 5.485
C: -0.970 3.667 -4.423
H: -0.944 1.760 -5.416
C: -5.809 -1.741 -0.678
C: 2.474 -3.208 2.920
H: -8.030 -2.192 -2.018